1.
Here is a 2-piece molecular cluster, C26H31N3O5 overall from the Open Molecules 2025 dataset. Energies are from ωB97M-V with the def2-TZVPD basis set.

```
65
Properties=species:S:1:pos:R:3:forces:R:3:lowdin_charge:R:1
O 2.344 3.492 1.770 -4.876 -5.998 -2.110 -0.076
C 3.053 4.351 2.038 7.242 8.723 2.603 -0.805
N 3.821 5.276 2.315 -2.504 -3.096 -1.043 -0.058
C -2.838 -4.826 2.477 0.050 -0.098 -0.096 -0.089
O -3.357 -3.859 3.357 0.433 1.693 0.086 -0.069
C -2.804 -2.576 3.224 -0.610 -0.273 0.608 -0.148
C -1.767 -2.238 2.361 0.010 -0.444 0.055 0.004
C -1.295 -0.940 2.259 -0.609 -0.208 0.329 -0.221
C -0.242 -0.601 1.246 0.464 -0.099 0.298 -0.074
C -0.812 -0.147 -0.098 0.068 1.003 0.357 -0.130
C -1.633 -1.243 -0.761 0.328 0.042 -0.836 -0.390
O -2.678 -1.706 -0.356 0.596 0.220 -0.289 0.109
N -0.958 -1.607 -1.906 -0.051 0.611 1.123 -0.029
C -1.445 -2.672 -2.767 0.388 0.251 -0.164 -0.004
C 0.212 -0.743 -2.229 -0.351 -0.457 -0.270 -0.435
C 1.457 -1.617 -2.311 0.155 -0.020 0.160 0.012
C -0.113 0.007 -3.516 -0.049 0.235 -0.032 0.010
N 0.280 0.204 -1.058 0.437 0.579 0.128 0.069
C 1.181 1.217 -0.894 -2.068 -2.209 0.046 0.054
C 2.177 1.483 -1.805 1.318 0.536 -0.972 -0.061
C 3.153 2.452 -1.686 -1.115 -0.731 0.452 0.080
C 4.166 2.684 -2.657 0.855 0.142 -0.877 -0.197
C 5.131 3.689 -2.445 -0.558 -0.277 0.312 0.011
C 6.116 3.934 -3.373 0.251 0.099 -0.187 -0.054
C 6.174 3.190 -4.540 0.022 0.130 0.150 -0.053
C 5.241 2.193 -4.774 -0.086 -0.183 -0.156 -0.067
C 4.252 1.939 -3.852 -0.047 0.202 0.344 -0.013
C -1.864 0.048 3.046 -0.084 0.433 0.161 0.026
C -2.897 -0.234 3.936 -0.772 -0.082 0.731 -0.150
O -3.541 0.707 4.756 0.604 -1.555 -0.926 -0.074
C -3.019 2.012 4.700 0.117 0.217 -0.004 -0.087
C -3.358 -1.563 4.032 -1.089 -0.264 0.677 -0.114
O -4.399 -1.881 4.933 1.889 0.187 -0.420 -0.085
C -5.664 -1.739 4.345 -0.343 0.111 -0.370 -0.083
H -3.366 -5.764 2.648 -0.068 0.158 0.133 0.095
H -2.994 -4.515 1.445 0.100 -0.060 -0.181 0.092
H -1.779 -4.982 2.676 0.169 -0.104 -0.125 0.093
H -1.329 -2.988 1.730 0.080 -0.235 -0.152 0.105
H 0.411 0.182 1.641 -0.056 0.073 -0.067 0.129
H 0.399 -1.472 1.077 -0.046 0.005 -0.063 0.132
H -1.449 0.737 0.039 0.078 -0.199 0.065 0.177
H -2.294 -3.167 -2.297 0.108 0.234 0.122 0.099
H -1.756 -2.266 -3.728 -0.107 -0.076 -0.092 0.090
H -0.654 -3.403 -2.931 -0.022 -0.101 -0.039 0.089
H 1.551 -2.194 -1.393 0.006 -0.035 0.051 0.100
H 1.396 -2.312 -3.146 -0.101 0.051 -0.046 0.091
H 2.366 -1.035 -2.428 0.041 -0.016 -0.055 0.075
H -1.070 0.513 -3.396 -0.047 0.035 -0.014 0.106
H 0.629 0.760 -3.763 0.037 -0.008 -0.076 0.074
H -0.194 -0.676 -4.361 0.056 -0.086 0.067 0.091
H 1.122 1.822 -0.008 -0.248 0.188 0.620 0.141
H 2.206 0.871 -2.681 0.063 -0.069 -0.200 0.053
H 3.165 3.063 -0.803 -0.059 0.335 0.544 0.124
H 5.088 4.267 -1.537 -0.027 0.142 0.249 0.129
H 6.846 4.708 -3.195 0.030 0.064 0.064 0.115
H 6.946 3.387 -5.267 0.105 0.020 -0.096 0.111
H 5.293 1.616 -5.684 -0.025 -0.073 -0.070 0.109
H 3.536 1.162 -4.049 -0.091 -0.166 -0.139 0.101
H -1.495 1.052 2.958 0.125 0.327 0.009 0.111
H -3.568 2.631 5.409 -0.066 -0.214 -0.017 0.096
H -1.967 2.009 4.980 0.139 0.154 -0.043 0.098
H -3.149 2.425 3.701 0.102 0.183 -0.105 0.093
H -6.426 -2.006 5.075 0.149 -0.012 0.058 0.094
H -5.803 -0.705 4.034 -0.219 0.099 -0.111 0.090
H -5.736 -2.404 3.484 -0.219 -0.031 -0.156 0.090
```
Positions in Å, forces in eV/Å.

Output
LUMO level, eV: -2.5
Frontier orbital gap, eV: 3.50
E_tot, eV: -42168.9128
ΔE to the lowest compared entry with this formula, charge and spin, eV: 6.105

2.
Here is one molecule with the formula C11H17NSi from the Open Molecules 2025 dataset. Energies are from ωB97M-V with the def2-TZVPD basis set.

```
30
Properties=species:S:1:pos:R:3:forces:R:3:lowdin_charge:R:1
C -2.317 1.731 1.801 -0.138 -1.777 -0.373 -0.090
C -2.074 0.444 2.150 -2.635 1.329 3.209 -0.087
C -1.632 2.212 0.650 1.083 1.283 -1.506 -0.064
C -0.910 -0.232 1.720 1.434 -2.049 -1.462 -0.239
C -0.794 1.419 -0.091 -1.012 2.472 -0.655 -0.050
C -0.520 0.089 0.276 2.103 -2.520 0.150 -0.324
C 0.419 0.204 2.625 0.781 -2.075 -4.290 -0.081
C 1.352 -0.962 2.401 -0.099 0.811 -0.903 -0.169
C 1.792 0.289 -2.928 -1.124 1.799 -0.500 -0.227
C -0.768 -1.267 -3.144 2.874 1.623 -2.047 -0.198
C 2.114 -1.088 1.270 -0.091 -2.587 3.655 -0.007
N 0.233 -0.757 -0.388 -2.428 1.438 1.041 -0.034
Si 0.714 -0.986 -2.013 0.597 -1.112 -1.006 0.471
H -3.160 2.241 2.180 -0.607 0.632 0.451 0.088
H -2.726 -0.057 2.985 1.281 1.026 -1.626 0.153
H -1.784 3.271 0.285 -0.010 -1.332 0.516 0.126
H -1.059 -1.325 1.898 0.516 0.760 -0.430 0.154
H -0.434 1.818 -1.050 0.054 -0.320 0.500 0.111
H -0.005 0.182 3.524 -1.082 0.482 3.978 0.054
H 0.780 1.147 2.269 0.041 0.599 0.059 0.115
H 1.097 -1.786 3.117 0.739 0.378 -1.098 0.115
H 1.413 1.371 -2.968 0.238 -1.380 0.732 0.048
H 2.710 0.279 -2.419 1.465 0.418 1.009 -0.025
H 2.115 0.232 -3.971 -0.459 -1.043 -0.146 0.020
H -1.225 -2.173 -3.049 -1.252 -2.542 0.228 -0.024
H -1.457 -0.511 -2.961 -1.518 1.455 0.572 -0.011
H -0.485 -1.076 -4.251 -0.165 -0.592 1.723 0.068
H 2.614 -2.076 1.197 -0.299 0.716 -0.349 0.072
H 2.478 -0.350 0.624 -0.033 1.202 -0.675 0.039
H 1.518 -2.284 -1.739 -0.252 0.905 -0.758 -0.004
```
Positions in Å, forces in eV/Å.

Output
LUMO level (alpha / beta), eV: -0.3 / -0.3
Frontier orbital gap (alpha / beta), eV: 7.89 / 7.89
E_tot, eV: -21047.5223
ΔE to the lowest compared entry with this formula, charge and spin, eV: 1.695
SMILES string: C=CC[C@H]1C=CC=C/C1=N\[SiH](C)C

3.
Here is C30H44I2N9O3PY as an isolated structure from the Open Molecules 2025 dataset. Energies are from ωB97M-V with the def2-TZVPD basis set.

```
90
Properties=species:S:1:pos:R:3:forces:R:3:lowdin_charge:R:1
Y 0.564 -0.516 0.180 0.322 -2.563 2.002 1.540
C 4.438 1.406 -1.246 0.023 -0.123 0.076 0.015
C 3.055 0.946 -0.920 -0.092 -0.237 0.267 -0.265
N 2.772 -0.080 -0.147 0.625 0.815 -0.496 -0.098
C 3.738 -1.130 0.117 0.122 -0.130 0.014 -0.178
C 3.072 -2.497 -0.210 0.123 0.149 0.105 -0.180
N 1.973 -2.278 -1.167 0.194 0.119 -0.254 -0.122
C 1.265 -3.500 -1.562 -0.242 -0.266 0.268 -0.174
C 0.100 -3.763 -0.611 0.279 -0.092 -0.249 -0.198
N -0.802 -2.594 -0.606 0.059 -0.051 -0.362 -0.131
C -2.087 -2.906 0.054 -0.226 -0.075 -0.027 -0.190
C -3.234 -2.000 -0.419 0.114 0.061 0.313 -0.110
N -1.450 0.233 -0.200 -1.020 1.365 -1.408 -0.081
C -1.627 1.080 -1.208 -0.431 -0.334 0.921 -0.199
C -2.979 1.550 -1.620 0.085 0.046 0.017 0.039
C -0.407 1.648 -1.716 0.497 0.407 -0.683 -0.144
C -0.438 3.135 -1.968 0.050 -0.488 0.071 -0.237
C 0.896 3.650 -2.367 -0.129 -0.113 -0.044 0.009
C 2.016 2.967 -2.089 -0.134 -0.219 0.156 0.011
C 1.933 1.674 -1.457 -0.284 0.084 -0.449 -0.246
N 0.731 1.063 -1.356 0.181 1.127 -0.741 0.008
H 5.183 1.004 -0.566 0.026 -0.030 0.017 0.087
H 4.483 2.489 -1.184 0.057 0.085 -0.023 0.093
H 4.698 1.126 -2.266 0.051 0.019 -0.098 0.118
H 4.037 -1.110 1.173 0.099 -0.035 -0.179 0.116
H 4.634 -1.016 -0.498 -0.027 -0.010 0.129 0.116
H 2.645 -2.942 0.694 0.000 -0.053 -0.047 0.088
H 3.826 -3.192 -0.606 -0.177 0.071 0.120 0.135
H 2.392 -1.869 -2.004 -0.201 0.033 0.173 0.140
H 1.922 -4.376 -1.583 -0.019 0.075 -0.063 0.135
H 0.876 -3.353 -2.573 0.031 -0.044 0.028 0.135
H 0.469 -3.938 0.406 -0.090 -0.028 -0.062 0.098
H -0.430 -4.664 -0.948 0.074 0.071 0.153 0.135
H -1.035 -2.436 -1.595 0.106 0.134 0.324 0.129
H -1.948 -2.799 1.139 -0.046 -0.049 -0.060 0.101
H -2.354 -3.952 -0.149 0.088 0.155 0.071 0.127
H -4.141 -2.597 -0.534 0.058 0.047 -0.055 0.131
H -2.997 -1.593 -1.405 -0.064 -0.025 -0.025 0.110
H -3.599 0.693 -1.889 -0.004 -0.043 -0.002 0.094
H -2.943 2.220 -2.471 0.023 0.053 -0.022 0.098
H -3.469 2.061 -0.792 -0.023 0.046 0.080 0.116
H -1.203 3.466 -2.674 0.043 -0.048 0.211 0.113
H 0.926 4.601 -2.872 0.064 0.131 -0.088 0.107
H 2.975 3.377 -2.360 0.105 0.053 -0.021 0.120
I 0.969 7.808 3.538 -0.113 -0.311 -0.403 0.924
C 0.469 6.405 2.043 0.148 0.322 0.397 -0.696
C -0.143 6.816 0.871 0.070 0.058 0.115 -0.192
C -0.530 5.859 -0.049 -0.220 -0.340 -0.492 -0.576
I -1.566 6.442 -1.792 0.188 -0.034 0.412 1.035
C -0.282 4.498 0.163 -0.037 0.566 0.226 -0.305
O -0.890 3.563 -0.626 -0.025 0.020 0.066 -0.104
C 0.418 4.097 1.314 -0.168 -0.035 -0.177 -0.140
C 1.005 2.715 1.519 0.297 0.177 -0.261 -0.102
N 0.127 1.518 1.749 0.140 -0.177 0.280 -0.073
C -1.297 1.854 1.978 -0.230 0.000 -0.032 -0.108
C -2.184 0.635 1.978 0.216 0.193 0.743 -0.208
C -2.759 0.183 3.116 0.208 0.342 -0.183 -0.057
C -3.656 -0.943 3.056 -0.150 -0.192 -0.242 -0.104
C -4.034 -1.441 1.878 0.207 0.046 -0.009 -0.040
C -3.578 -0.863 0.561 -0.271 -0.170 -0.450 -0.253
N -2.433 0.025 0.767 -0.215 -0.389 0.033 -0.032
C 0.758 5.066 2.249 -0.042 0.165 0.029 -0.110
H -0.340 7.861 0.689 -0.050 0.081 -0.018 0.095
H 1.616 2.508 0.634 -0.040 0.005 0.261 0.092
H 1.688 2.807 2.367 -0.047 -0.104 -0.109 0.126
H 0.447 1.109 2.630 -0.081 0.075 -0.226 0.100
H -1.425 2.379 2.932 -0.007 -0.077 -0.173 0.145
H -1.620 2.523 1.179 0.047 -0.040 0.060 0.120
H -2.633 0.711 4.047 0.070 0.178 0.003 0.113
H -4.054 -1.335 3.978 -0.144 -0.136 0.111 0.112
H -4.732 -2.258 1.800 -0.177 -0.172 0.063 0.122
H -4.416 -0.296 0.115 0.116 -0.111 0.039 0.152
H 1.263 4.776 3.158 0.108 -0.052 0.064 0.097
N 3.264 -3.426 4.478 0.432 -0.565 -0.186 0.146
C 2.348 -2.270 4.628 -0.905 0.683 -0.443 -0.150
P 0.947 -2.559 3.383 -0.126 0.382 0.543 0.499
O 1.202 -3.962 2.917 0.079 -0.473 0.042 -0.344
O 0.891 -1.445 2.386 -0.035 0.172 -0.034 -0.393
C -0.680 -2.688 4.323 0.688 0.886 -0.390 -0.151
N -1.086 -4.110 4.249 -0.107 -0.783 -0.160 0.153
H 2.782 -4.066 3.789 0.230 -0.008 0.282 0.127
H 3.437 -3.929 5.356 -0.030 0.112 -0.208 0.184
H 4.179 -3.163 4.094 -0.157 -0.042 0.123 0.180
H 2.844 -1.331 4.382 0.118 -0.164 0.037 0.112
H 1.986 -2.193 5.652 0.049 -0.106 -0.022 0.111
H -1.403 -2.044 3.814 -0.049 -0.136 0.030 0.073
H -0.593 -2.355 5.354 -0.075 -0.065 0.040 0.116
H -1.051 -4.587 5.158 -0.019 0.078 -0.223 0.183
H -0.385 -4.560 3.600 -0.302 -0.069 0.306 0.130
H -2.031 -4.246 3.872 0.124 0.119 0.074 0.178
```
Positions in Å, forces in eV/Å.

Output
Charge: +3
LUMO level, eV: -8.0
Frontier orbital gap, eV: 5.97
E_tot, eV: -77890.4877
ΔE to the lowest compared entry with this formula, charge and spin, eV: 0.250